Entry 1:
The following is a DFT calculation (wB97M-V/def2-TZVPD) of a structure of composition C14H8AuN4O3S2.

frontier orbital gap: 6.9 eV
LUMO level: 1.63 eV
total energy: -1915.1271 a.u.
charge: -1
2S+1: 1
E_HOMO: -0.1936 hartree

Atoms and positions in Å:
Au  0.18661  -0.04080  0.00319
O  -1.53247  3.61147  -0.38329
C  -1.44722  2.41880  -0.59543
O  -0.65047  1.70289  0.17063
C  -2.32572  1.79302  -1.64726
C  -3.31395  2.64432  -2.15661
C  -4.20988  2.23215  -3.11847
C  -4.12416  0.93140  -3.60730
C  -3.15676  0.07721  -3.12704
C  -2.24514  0.48785  -2.13963
S  -1.10145  -0.76771  -1.71341
H  -3.34277  3.64894  -1.75901
H  -4.96610  2.91273  -3.48740
H  -4.81470  0.58250  -4.36567
H  -3.08696  -0.93349  -3.51114
O  1.08367  -1.81047  -0.12469
N  2.32808  -1.79497  0.42791
C  2.56114  -2.81273  1.28244
C  3.77617  -2.97316  1.86839
C  4.77563  -2.02725  1.57101
C  4.50804  -0.99116  0.72845
C  3.23446  -0.81168  0.11708
S  2.82448  0.48403  -0.87114
H  1.71015  -3.45640  1.44157
H  3.93914  -3.79587  2.54752
H  5.75459  -2.11305  2.02554
H  5.25044  -0.24062  0.50090
N  0.85682  0.05991  2.05315
C  0.32019  0.37780  3.05141
N  -0.11213  0.77695  4.17025
C  -0.96836  0.14996  4.94757
N  -1.71138  -0.32258  5.70049

Here are the Mulliken charges for atoms 1 to 4, given in e:
1 Au 1.045
2 O -0.656
3 C 0.738
4 O -0.623



Entry 2:
The following is a DFT calculation (wB97M-V/def2-TZVPD) of a structure of composition C33H47BaClGeN7O4S.

frontier orbital gap: 7.5 eV
LUMO level: -2.15 eV
total energy: -4930.2966 a.u.
charge: +1
2S+1: 1
E_HOMO: -0.3561 hartree

Atoms and positions in Å:
Ba  -0.12990  0.75743  -0.01608
O  -1.26227  -3.11651  0.39122
Cl  -0.31899  -2.11006  0.75100
O  0.53974  -2.67753  1.89342
O  -1.00432  -0.96492  1.41467
O  1.48581  -1.35682  -1.52347
C  0.85609  0.39170  -7.27939
C  -0.63384  0.40564  -7.16637
C  -1.44040  0.56219  -8.28698
C  -2.82065  0.58196  -8.18692
C  -3.42760  0.42619  -6.95097
C  -2.64891  0.24713  -5.81963
C  -1.26447  0.25089  -5.93009
N  -0.46413  0.04890  -4.77800
C  -0.65090  0.62081  -3.54555
N  -1.35750  1.75992  -3.53556
C  -2.17258  2.40545  -2.51462
C  -2.06007  2.07596  -1.17208
C  -2.98242  2.73371  -0.34000
C  -3.92821  3.62444  -0.81752
C  -3.94173  3.94953  -2.16342
C  -3.05569  3.35964  -3.05108
C  -3.08622  3.74821  -4.49660
N  -0.10987  0.08760  -2.47241
C  0.55169  -1.15042  -2.62040
C  2.01916  -1.15467  -2.85572
C  2.62006  -2.32472  -3.49573
C  1.87615  -3.42462  -3.69071
C  0.45796  -3.44586  -3.41985
C  -0.21795  -2.36428  -2.99169
C  -1.70620  -2.31959  -2.90714
H  1.17062  0.69191  -8.27589
H  1.26767  -0.60410  -7.09931
H  1.31763  1.06956  -6.55959
H  -0.97367  0.68356  -9.25438
H  -3.42270  0.71532  -9.07277
H  -4.50371  0.43128  -6.86388
H  -3.10931  0.10942  -4.85137
H  0.29705  -0.60626  -4.86006
H  -1.57994  2.07432  -4.46953
H  -2.98653  2.53621  0.72853
H  -4.63917  4.09160  -0.15147
H  -4.64901  4.67663  -2.53783
H  -3.73615  4.60810  -4.64766
H  -3.46079  2.94566  -5.13753
H  -2.09918  4.03258  -4.87190
H  2.49712  -0.18355  -2.94952
H  3.64465  -2.27374  -3.83326
H  2.31428  -4.30495  -4.13782
H  -0.08723  -4.34658  -3.66361
H  -2.10194  -3.28515  -2.60230
H  -2.13866  -2.06838  -3.87945
H  -2.05734  -1.56679  -2.20076
C  0.20212  0.45409  6.86529
C  0.22303  1.55220  5.87543
N  0.07237  2.81874  6.13481
N  0.17142  3.43690  4.93830
C  0.39546  2.58780  3.92406
S  0.57019  2.98647  2.29894
N  0.42571  1.36570  4.53517
N  0.70795  0.16799  3.86798
H  -0.09159  0.86103  7.82859
H  1.18458  -0.00663  6.97353
H  -0.51976  -0.31361  6.58321
H  0.07077  4.43627  4.85549
H  0.74123  -0.56822  4.56703
H  -0.07929  -0.03334  3.24897
C  4.23084  -7.30434  -1.36408
C  3.33871  -6.07741  -1.36480
C  3.29846  -5.37240  -0.01316
C  2.41371  -4.12450  -0.05186
Ge  2.42689  -3.13350  1.60900
C  3.37738  -1.46722  1.88482
C  3.70252  -0.49415  0.75479
C  4.44079  -1.07636  -0.43975
C  5.72816  -1.78522  -0.06434
H  4.25220  -7.78869  -2.33718
H  3.88463  -8.03939  -0.63995
H  5.25542  -7.04437  -1.10324
H  2.31756  -6.35089  -1.64402
H  3.67402  -5.36288  -2.12150
H  4.32003  -5.10874  0.28014
H  2.94157  -6.06633  0.75301
H  1.37827  -4.41305  -0.25492
H  2.71226  -3.47712  -0.87361
H  2.54912  -4.02367  2.84537
H  4.30144  -1.77708  2.38585
H  2.80282  -0.94628  2.66074
H  4.31713  0.30444  1.18437
H  2.78606  -0.00191  0.41380
H  4.65847  -0.26119  -1.13461
H  3.79279  -1.76158  -0.99217
H  6.36448  -1.15789  0.55954
H  6.30205  -2.05920  -0.94707
H  5.54746  -2.70792  0.48991

Here are the Mulliken charges for atoms 1 to 4, given in e:
1 Ba 1.568
2 O -0.658
3 Cl 1.557
4 O -0.659



Entry 3:
The following is a DFT calculation (wB97M-V/def2-TZVPD) of a cluster of 5 separate species, C14H35Br8FN4O2P in total.

frontier orbital gap: 6.1 eV
LUMO level: 1.85 eV
total energy: -21957.2743 a.u.
charge: -1
2S+1: 1
E_HOMO: -0.1568 hartree

Atoms and positions in Å:
N  5.68443  2.13932  0.19022
C  4.80336  1.15813  0.83573
N  5.00120  1.40221  2.27913
N  5.28654  -0.13986  0.36832
C  3.29734  1.23676  0.53167
P  2.50119  2.96814  0.19244
O  1.59131  2.34457  -1.18513
C  0.31574  1.85374  -0.92049
C  0.05227  1.85378  0.60651
N  -1.19113  2.55485  0.99480
C  -0.03779  0.42391  1.15985
C  -1.32594  -0.31310  0.93550
F  -1.56045  -0.58177  -0.43134
O  1.09627  2.52270  1.20954
H  5.50726  2.09218  -0.80830
H  5.36669  3.06233  0.47508
H  5.95694  1.72368  2.40097
H  4.91211  0.53240  2.79415
H  4.67061  -0.87392  0.69890
H  6.22269  -0.29717  0.72980
H  2.79379  0.85465  1.42087
H  3.07461  0.57110  -0.30822
H  3.57446  3.31020  -0.70365
H  3.18041  3.47509  1.35494
H  1.88074  4.25781  -0.02870
H  -0.44136  2.48242  -1.41364
H  0.21534  0.84236  -1.32698
H  -1.90243  2.40029  0.28141
H  -0.94884  3.54061  0.94759
H  0.03740  0.51016  2.24437
H  0.80411  -0.16710  0.79008
H  -2.18011  0.26782  1.28646
H  -1.32333  -1.28074  1.44155
Br  -1.26338  3.32495  -4.49073
C  0.06747  4.72495  -4.24541
C  0.65108  4.76654  -2.85833
Br  -0.59813  5.51678  -1.57601
H  -0.43324  5.65579  -4.49692
H  0.84647  4.51802  -4.97549
H  1.51441  5.42898  -2.84789
H  0.94849  3.79755  -2.45406
Br  -5.75797  -1.67368  -2.32281
C  -4.21790  -2.57833  -3.09455
C  -2.91163  -1.95854  -2.67548
Br  -2.55984  -0.25857  -3.53482
H  -4.35690  -2.54556  -4.17103
H  -4.27444  -3.60606  -2.74264
H  -2.09101  -2.61498  -2.95798
H  -2.86749  -1.76698  -1.60884
Br  -2.26253  -3.61548  3.35457
C  -0.40879  -4.16906  3.19587
C  0.47732  -3.57083  4.25845
Br  0.66304  -1.67274  3.93857
H  -0.09791  -3.82485  2.21350
H  -0.40225  -5.25596  3.22472
H  1.46896  -4.01200  4.18175
H  0.09114  -3.70001  5.26503
Br  -3.12673  -4.17880  -0.96965
C  -4.97024  -4.35562  -0.38590
C  -5.07541  -4.86475  1.02925
Br  -4.61401  -6.74639  1.17582
H  -5.45482  -5.02154  -1.09331
H  -5.40549  -3.36109  -0.45697
H  -6.09702  -4.77523  1.38991
H  -4.39667  -4.33409  1.68799

Here are the Mulliken charges for atoms 1 to 4, given in e:
1 N -0.831
2 C 0.968
3 N -0.594
4 N -0.730



Entry 4:
The following is a DFT calculation (wB97M-V/def2-TZVPD) of a structure of composition C5H6OS2.

frontier orbital gap (alpha / beta): 8.0 / 7.9 eV
LUMO level (alpha / beta): 0.14 / -1.54 eV
total energy: -1065.4272 a.u.
2S+1: 3
E_HOMO (alpha / beta): -0.2888 / -0.3452 hartree
⟨S²⟩: 2.009

Atoms and positions in Å:
C  1.86785  -0.85559  0.27205
C  1.37311  -0.08651  -0.88875
C  0.54378  -0.87619  0.87534
C  0.07282  -0.06584  -0.23962
C  -2.02202  1.99092  -0.01235
O  -2.01621  -1.71531  0.17921
S  2.58493  0.78348  0.13523
S  -0.73039  -1.69191  -0.48558
H  2.44608  -1.68649  0.14857
H  1.67994  -0.40140  -1.91699
H  0.29288  -1.02599  1.99563
H  -1.78166  2.70550  -0.82359
H  -1.58650  1.79024  0.93735
H  -2.72461  1.13508  -0.17649

Here are the Mulliken charges for atoms 1 to 4, given in e:
1 C -0.342
2 C -0.168
3 C -0.371
4 C -0.019